Record 1
# C57H66Cl2N2O4PbS2

A structure of composition C57H66Cl2N2O4PbS2 at a distorted geometry (wB97M-V/def2-TZVPD, OMol25).

Results
Kohn-Sham gap = 5.579 eV
LUMO energy = 3.860 eV
total charge = -2

Cartesian coordinates (Å):
Pb1 0.001 -2.138 -1.914
C1 -0.352 -4.690 0.952
O1 0.090 -3.369 0.731
C2 -0.143 -2.460 1.753
C3 0.954 -1.741 2.242
C4 2.286 -1.807 1.554
C5 2.743 -0.548 0.845
C6 4.023 -0.086 1.077
C7 4.614 0.910 0.308
C8 3.816 1.475 -0.685
C9 2.522 1.062 -0.938
C10 1.807 1.592 -2.166
C11 0.392 2.068 -1.957
C12 0.125 3.338 -1.456
C13 -1.176 3.811 -1.329
C14 -2.215 2.910 -1.544
C15 -1.994 1.621 -2.003
C16 -3.120 0.627 -2.127
C17 -3.508 0.137 -0.747
C18 -4.426 0.831 0.010
C19 -4.819 0.444 1.291
C20 -4.242 -0.715 1.795
C21 -3.322 -1.444 1.069
C22 -2.684 -2.690 1.649
C23 -1.403 -2.273 2.326
C24 -1.486 -1.589 3.535
C25 -0.379 -1.012 4.136
C26 0.815 -1.031 3.423
C27 -0.407 -0.431 5.542
C28 -0.029 1.053 5.524
C29 -1.775 -0.577 6.214
C30 0.617 -1.195 6.397
C31 -2.910 -1.052 -0.238
O2 -2.115 -1.790 -0.918
C32 -5.830 1.293 2.053
C33 -7.153 1.333 1.270
C34 -5.282 2.721 2.197
C35 -6.127 0.751 3.455
C36 -0.684 1.263 -2.330
O3 -0.472 0.141 -3.116
C37 -0.445 0.478 -4.487
C38 -1.522 5.269 -1.039
C39 -0.282 6.153 -0.868
C40 -2.376 5.376 0.230
C41 -2.325 5.819 -2.231
C42 1.943 -0.004 -0.195
O4 0.760 -0.454 -0.435
C43 6.086 1.298 0.438
C44 6.247 2.769 0.850
C45 6.779 1.086 -0.917
C46 6.838 0.442 1.463
H1 -0.802 -4.805 1.944
H2 0.517 -5.355 0.881
H3 -1.078 -4.987 0.190
H4 2.234 -2.588 0.791
H5 3.044 -2.070 2.301
H6 4.591 -0.577 1.858
H7 4.235 2.243 -1.327
H8 1.789 0.759 -2.873
H9 2.396 2.410 -2.597
H10 0.969 3.966 -1.211
H11 -3.239 3.214 -1.382
H12 -2.791 -0.232 -2.713
H13 -3.987 1.084 -2.617
H14 -4.878 1.713 -0.429
H15 -4.515 -1.087 2.776
H16 -2.485 -3.357 0.813
H17 -3.364 -3.170 2.362
H18 -2.461 -1.519 3.990
H19 1.688 -0.517 3.802
H20 -0.771 1.628 4.976
H21 0.932 1.199 5.041
H22 0.033 1.440 6.541
H23 -2.539 -0.031 5.667
H24 -1.729 -0.178 7.228
H25 -2.064 -1.625 6.274
H26 1.620 -1.067 6.000
H27 0.388 -2.259 6.402
H28 0.599 -0.828 7.424
H29 -7.016 1.819 0.307
H30 -7.917 1.878 1.826
H31 -7.509 0.320 1.089
H32 -5.100 3.160 1.220
H33 -4.339 2.708 2.740
H34 -5.988 3.358 2.734
H35 -6.570 -0.240 3.398
H36 -6.833 1.407 3.968
H37 -5.219 0.702 4.051
H38 -1.300 1.115 -4.742
H39 -0.514 -0.453 -5.045
H40 0.479 1.000 -4.755
H41 0.307 5.837 -0.011
H42 -0.592 7.186 -0.709
H43 0.343 6.119 -1.758
H44 -1.810 5.050 1.098
H45 -3.261 4.751 0.155
H46 -2.696 6.406 0.384
H47 -1.773 5.677 -3.158
H48 -2.520 6.885 -2.102
H49 -3.279 5.307 -2.322
H50 5.796 3.425 0.110
H51 7.306 3.022 0.933
H52 5.776 2.956 1.814
H53 6.362 1.743 -1.676
H54 6.635 0.061 -1.247
H55 7.850 1.288 -0.841
H56 6.465 0.623 2.469
H57 7.902 0.686 1.444
H58 6.731 -0.614 1.233
Cl1 -0.452 -5.166 -3.030
C47 -1.473 -5.157 -4.438
C48 -1.688 -6.353 -5.091
C49 -2.473 -6.400 -6.233
C50 -3.046 -5.226 -6.703
C51 -2.839 -4.048 -6.027
Cl2 -3.598 -2.623 -6.631
C52 -2.038 -3.936 -4.865
S1 -1.831 -2.411 -4.115
H59 -1.233 -7.253 -4.707
H60 -2.629 -7.334 -6.755
H61 -3.648 -5.224 -7.600
C53 7.309 -2.106 -3.245
C54 5.976 -2.251 -2.558
C55 5.908 -2.580 -1.204
C56 4.627 -2.711 -0.683
N1 3.541 -2.546 -1.397
C57 3.694 -2.214 -2.692
S2 2.307 -2.013 -3.650
N2 4.896 -2.075 -3.289
H62 8.109 -2.050 -2.509
H63 7.326 -1.215 -3.868
H64 7.481 -2.970 -3.886
H65 6.790 -2.720 -0.596
H66 4.480 -2.972 0.359

Forces on atoms 1 to 2 (eV/Å):
0.314 -0.181 0.615
0.067 -0.394 0.028

Record 2
# C26H46OP2Tl

A structure of composition C26H46OP2Tl at a distorted geometry (wB97M-V/def2-TZVPD, OMol25).

Results
Kohn-Sham gap (spin up / spin down) = 2.957 / 2.975 eV
LUMO energy (spin up / spin down) = -5.223 / -5.223 eV
total charge = +1

Cartesian coordinates (Å):
Tl1 0.303 -0.265 -1.507
C1 -0.531 -2.433 3.199
C2 0.814 -2.509 2.733
C3 0.783 -1.045 4.495
C4 -0.543 -1.530 4.286
C5 1.623 -1.655 3.540
C6 -1.715 -3.147 2.669
H1 -1.421 -3.786 1.827
H2 -2.485 -2.436 2.322
H3 -2.158 -3.780 3.455
C7 -1.703 -1.187 5.123
H4 -2.600 -1.715 4.796
H5 -1.950 -0.120 5.109
H6 -1.558 -1.444 6.181
C8 1.179 -0.096 5.557
H7 0.998 -0.512 6.562
H8 0.632 0.858 5.493
H9 2.250 0.127 5.482
C9 3.085 -1.473 3.444
H10 3.603 -2.073 4.206
H11 3.356 -0.421 3.600
H12 3.452 -1.790 2.463
C10 1.307 -3.399 1.664
H13 1.684 -4.351 2.078
H14 2.136 -2.944 1.103
H15 0.514 -3.653 0.948
C11 -1.810 0.974 -4.156
C12 -2.140 -0.473 -4.322
C13 -1.153 -1.283 -5.210
C14 0.286 -1.419 -4.677
C15 0.980 -0.646 -3.546
C16 1.080 0.766 -3.491
C17 0.706 1.595 -4.657
C18 -0.827 1.694 -5.015
H16 -1.133 -0.972 -6.286
H17 0.932 -1.285 -5.546
H18 -1.556 -2.296 -5.330
H19 -0.917 1.393 -6.076
H20 -2.696 1.623 -3.998
H21 -3.217 -0.709 -4.611
H22 -1.095 2.778 -5.024
H23 1.069 2.630 -4.499
H24 1.674 1.333 -2.757
H25 1.283 1.155 -5.503
H26 0.427 -2.464 -4.394
H27 1.806 -1.295 -3.158
P1 -2.023 -0.427 -2.523
P2 1.906 1.817 0.658
C19 -0.279 1.960 -1.395
C20 0.544 2.736 -0.399
H28 -1.374 2.091 -1.289
H29 -0.121 2.245 -2.440
H30 1.077 3.573 -0.908
H31 -0.170 3.171 0.346
C21 2.733 3.212 1.422
H32 3.419 2.736 2.130
H33 1.994 3.835 1.935
H34 3.273 3.743 0.633
C22 3.164 1.313 -0.595
H35 3.475 2.194 -1.173
H36 2.886 0.512 -1.304
H37 3.994 0.930 0.018
C23 -3.273 0.454 -1.634
H38 -3.934 -0.344 -1.284
H39 -3.746 1.197 -2.276
H40 -2.747 0.934 -0.803
C24 -2.028 -2.206 -2.166
H41 -1.051 -2.565 -1.749
H42 -2.462 -2.745 -3.052
H43 -2.778 -2.212 -1.359
C25 -1.114 2.236 3.782
C26 -1.348 3.297 2.832
O1 -1.634 4.201 2.167
H44 -0.474 1.581 3.159
H45 -2.073 1.667 3.953
H46 -0.588 2.539 4.737

Forces on atoms 1 to 2 (eV/Å):
-0.885 -0.560 4.725
0.550 0.944 0.644

Record 3
# C23H35N3O5S

An isolated molecule of C23H35N3O5S at a distorted geometry (wB97M-V/def2-TZVPD, OMol25).

Results
Kohn-Sham gap = 8.478 eV
LUMO energy = 0.537 eV
total charge = 0

Cartesian coordinates (Å):
C1 4.862 4.291 3.249
H1 5.109 5.328 3.033
C2 3.933 3.727 2.182
H2 2.999 4.294 2.176
C3 4.563 3.779 0.793
H3 5.518 3.253 0.813
C4 3.647 3.165 -0.267
N1 3.301 1.788 0.036
C5 4.362 0.853 -0.267
H4 4.100 -0.122 0.142
H5 4.553 0.756 -1.348
H6 5.280 1.182 0.214
C6 2.015 1.394 -0.513
C7 0.915 1.635 0.523
H7 -0.070 1.518 0.067
H8 0.998 2.650 0.910
C8 1.057 0.651 1.684
N2 0.723 -0.695 1.281
C9 1.613 -1.704 1.287
O1 2.778 -1.587 1.620
C10 1.029 -3.035 0.871
H9 0.169 -2.943 0.212
H10 1.799 -3.652 0.409
S1 0.490 -4.014 2.362
O2 -0.234 -5.161 1.812
C11 -0.862 -2.831 2.934
C12 -1.906 -2.741 1.904
C13 -2.982 -3.567 1.721
O3 -3.624 -3.158 0.602
C14 -2.913 -2.117 0.126
N3 -1.878 -1.835 0.873
C15 -3.313 -1.467 -1.099
C16 -4.494 -1.837 -1.728
C17 -4.872 -1.232 -2.914
C18 -4.078 -0.255 -3.493
C19 -2.869 0.124 -2.858
C20 -2.503 -0.478 -1.671
H11 -1.589 -0.212 -1.166
O4 -2.156 1.079 -3.510
C21 -0.939 1.507 -2.953
H12 -0.534 2.231 -3.658
H13 -1.090 1.992 -1.984
H14 -0.232 0.678 -2.838
O5 -4.354 0.395 -4.651
C22 -5.533 0.065 -5.343
H15 -6.425 0.271 -4.743
H16 -5.540 0.700 -6.228
H17 -5.538 -0.986 -5.653
H18 -5.795 -1.535 -3.382
H19 -5.117 -2.600 -1.290
C23 -3.485 -4.734 2.483
H20 -4.387 -5.114 2.011
H21 -2.727 -5.516 2.492
H22 -3.707 -4.455 3.513
H23 -0.384 -1.882 3.149
H24 -1.254 -3.279 3.845
H25 -0.239 -0.885 1.000
H26 0.405 0.950 2.512
H27 2.096 0.643 2.021
H28 1.782 1.933 -1.446
H29 2.042 0.327 -0.748
H30 2.721 3.746 -0.294
H31 4.126 3.251 -1.260
H32 4.765 4.817 0.516
H33 3.691 2.688 2.411
H34 4.392 4.247 4.229
H35 5.787 3.720 3.288

Forces on atoms 1 to 2 (eV/Å):
-0.227 -0.059 -0.090
0.071 0.116 0.032